Record 1
Here is a cluster of 2 separate species, C36H42ClN4O10S in total at a distorted geometry from the Open Molecules 2025 dataset. Energies are from ωB97M-V with the def2-TZVPD basis set.

```
! RIJCOSX wB97M-V def2-TZVPD def2/J DEFGRID3
* xyz -1 1
Cl 2.0142 -2.9677 2.1488
S -1.2612 -2.9754 0.2344
O -8.3667 -1.3451 0.6746
O 5.0199 -3.2966 0.1380
O 3.8679 1.1757 0.2094
O 7.0328 -0.1393 -4.6080
O 2.4400 -5.3231 1.2222
O 4.8721 -0.0118 -4.5326
O -0.2172 3.8613 1.2394
O 5.8886 -1.6839 -3.6137
O 5.4611 -2.6078 2.2339
O 4.2911 0.7428 -1.0857
N 0.1033 4.8547 -0.7977
N 5.9413 -0.6129 -4.2609
N -1.4567 0.0697 -0.1282
N -6.2493 -2.0247 0.0084
C -2.6832 0.3807 1.9437
C -2.0646 -1.8369 1.3529
C -1.1246 8.4720 0.9635
C 2.3090 -1.6265 -1.1826
C 0.4742 1.7597 -1.1591
C 3.1590 0.6373 -1.9233
C 8.1494 -3.2699 2.0490
C 0.0453 -1.9090 -0.3709
C -2.0669 -0.4779 1.0271
C -2.6501 -2.3334 2.5114
C 3.6807 -2.1325 -1.5544
C 5.7745 -3.2332 1.2586
C -2.0665 7.5255 0.5760
C 1.5420 -3.9285 -0.5115
C -6.7070 -1.0934 2.3240
C -6.8478 -3.2666 -0.5321
C -3.5252 -0.7213 -1.4715
C -0.3011 6.1083 -0.2138
C -0.2217 -0.5513 -0.4874
C 1.2844 -2.4493 -0.7006
C -1.6615 6.3335 -0.0185
C 0.3499 3.8420 0.1765
C 7.0754 -4.0279 1.2573
C 2.0456 -4.2531 0.9061
C 0.2309 8.2597 0.7363
C -3.2707 -0.1061 3.1048
C -4.8488 -0.1565 -0.9424
C -2.3675 0.2850 -1.2768
C 0.8011 0.2802 -0.9910
C 1.2933 2.7272 -0.2457
C 4.6828 -1.9871 -0.3903
C -3.2625 -1.4694 3.4115
C 2.0526 -0.2410 -1.3452
C -7.1980 -1.4753 0.9410
C -6.0456 -1.0951 -1.1280
C 0.6413 7.0657 0.1432
H 2.0833 3.1868 -0.8417
H -1.7466 0.2908 -2.1742
H -7.5570 -0.7736 2.9228
H -3.2997 -1.7182 -1.0986
H -2.7932 1.2946 -1.2167
H 7.4194 -4.2049 0.2370
H -1.4557 9.3860 1.4404
H 3.5537 0.1716 -2.8316
H 0.9605 9.0046 1.0222
H -5.9683 -0.2938 2.2917
H 2.3195 -4.2970 -1.1732
H -7.1244 -3.9627 0.2580
H -6.1439 -3.7376 -1.2180
H -4.8067 0.1614 0.1022
H 6.9177 -4.9983 1.7317
H -2.5866 -3.3974 2.7040
H 0.9301 4.9815 -1.3696
H 8.3128 -2.2698 1.6484
H 0.7044 2.0180 -2.1976
H -3.1251 7.6817 0.7398
H 0.6530 -4.5452 -0.6415
H -3.6601 -0.8212 -2.5553
H 5.6033 -1.5154 -0.7383
H -5.9996 -1.6351 -2.0739
H 4.1161 -1.5547 -2.3671
H -2.3638 5.5740 -0.3303
H 1.6927 6.8775 -0.0409
H -3.6953 -1.8479 4.3265
H -3.7246 0.5628 3.8265
H 7.8647 -3.2077 3.0981
H -2.7047 1.4541 1.7962
H -5.0644 0.7466 -1.5259
H 4.6433 1.6258 0.5592
H 4.2610 -1.3705 0.4038
H 1.6942 2.2418 0.6338
H 9.1054 -3.7977 2.0077
H -0.5780 1.9782 -1.0146
H -6.9462 -0.4673 -1.2080
H 2.7873 1.6179 -2.2241
H -7.7401 -3.0237 -1.1246
H 3.7012 -3.1688 -1.8857
H -6.2991 -1.9986 2.7812
*
```

Computed properties:
- Strongest force on any atom: 1.28 eV/Å
- Frontier orbital gap: 7.19 eV
- E_LUMO: 2.0 eV

=====

Record 2
Here is a cluster of 8 separate species, C36H42F32N2O10S2 in total at a distorted geometry from the Open Molecules 2025 dataset. Energies are from ωB97M-V with the def2-TZVPD basis set.

```
! RIJCOSX wB97M-V def2-TZVPD def2/J DEFGRID3
* xyz 0 1
S 29.8959 -18.7845 -11.3568
S 23.1316 -26.1013 -19.1845
F 25.2564 -19.5527 -9.1276
F 26.6583 -23.9900 -13.7169
F 31.8349 -25.4502 -11.0909
F 38.1043 -25.5095 -7.4950
F 33.9946 -21.5015 -10.2534
F 24.6515 -16.9062 -9.8644
F 32.5365 -22.5139 -8.9657
F 34.1248 -15.8374 -6.6785
F 33.0256 -27.0711 -9.1916
F 25.1994 -24.4321 -11.4869
F 36.2031 -17.8196 -7.2962
F 21.8496 -21.7784 -6.9654
F 23.9460 -22.9689 -5.2080
F 26.0676 -26.3943 -11.1997
F 33.9822 -16.6605 -8.7050
F 29.8146 -21.8533 -9.0370
F 25.0451 -23.3702 -7.0546
F 23.1785 -22.1388 -8.6073
F 38.4421 -27.3012 -8.8991
F 25.1103 -18.1025 -7.4465
F 34.7801 -18.3965 -5.7491
F 22.7544 -17.1041 -8.8033
F 35.9436 -27.9833 -8.6671
F 33.9493 -25.7569 -11.6185
F 25.5557 -25.9345 -13.7397
F 30.2133 -24.0254 -9.2643
F 36.5695 -27.4939 -6.6282
F 27.1677 -22.2432 -9.6462
F 32.7606 -25.1762 -8.2201
F 27.8692 -23.1581 -7.7854
F 33.6616 -21.5757 -6.7324
F 35.1949 -22.6445 -7.7777
O 27.3752 -24.5564 -11.0518
O 22.3488 -24.9023 -19.0759
O 23.0727 -26.8180 -17.7695
O 28.8487 -19.6813 -12.2423
O 23.4453 -19.5401 -7.8638
O 34.5183 -19.1795 -7.8038
O 24.5125 -26.0851 -19.6691
O 31.2028 -19.3828 -11.4179
O 29.2582 -18.5776 -10.0898
O 34.7598 -25.6632 -9.0982
N 27.9476 -27.7888 -5.9205
N 23.2233 -26.5115 -9.5287
C 24.2071 -27.6617 -17.4532
C 29.3747 -23.0253 -9.5871
C 27.2164 -29.8188 -4.9462
C 22.1783 -27.2590 -20.2125
C 37.5977 -26.3698 -8.4168
C 33.9458 -16.9650 -7.3793
C 26.8265 -20.3802 -13.1156
C 34.4254 -21.5152 -7.8678
C 23.1736 -21.9108 -7.2655
C 21.1889 -25.6136 -8.7082
C 24.4383 -18.7543 -8.4005
C 23.8948 -28.3054 -16.0742
C 33.3825 -25.7574 -9.2516
C 34.9080 -18.0744 -7.0615
C 26.9713 -27.9280 -6.8215
C 21.3583 -26.1752 -11.0095
C 27.3121 -24.5348 -9.6047
C 29.9623 -17.3095 -12.3400
C 33.4358 -21.5112 -9.0128
C 23.7401 -17.8022 -9.3872
C 26.1491 -29.0609 -6.8959
C 27.9298 -23.2492 -9.1332
C 28.0538 -28.7419 -4.9775
C 20.6508 -25.5847 -9.9750
C 22.6569 -26.6188 -10.7221
C 23.8180 -23.1022 -6.5557
C 26.3320 -25.1665 -11.6771
C 36.3437 -26.9868 -7.8572
C 33.1054 -25.2381 -10.6794
C 26.5794 -25.2275 -13.1952
C 22.5190 -25.9873 -8.5259
C 26.2016 -29.9771 -5.8624
C 35.3694 -20.3152 -7.7974
C 27.4511 -19.4136 -12.0831
C 23.8670 -20.5748 -6.9570
C 35.2046 -25.9408 -7.7759
H 27.1850 -19.7286 -11.0730
H 27.4856 -25.7829 -13.4550
H 23.4069 -18.3706 -10.2575
H 23.1664 -23.9741 -6.6977
H 25.7640 -20.1562 -13.2412
H 20.9483 -26.3285 -11.9970
H 25.0887 -27.0436 -17.3477
H 21.2114 -27.4742 -19.7577
H 25.4155 -30.7148 -5.7727
H 27.3659 -30.5837 -4.1905
H 24.2832 -28.5308 -18.1056
H 23.5393 -20.1381 -6.0173
H 33.3532 -24.1684 -10.7313
H 36.0868 -20.3132 -8.6214
H 21.9732 -26.6460 -21.0865
H 28.9666 -17.1626 -12.7460
H 30.3668 -16.5689 -11.6537
H 35.9834 -20.2790 -6.8953
H 37.2875 -25.7263 -9.2477
H 24.8292 -28.2215 -15.5205
H 27.8192 -25.4390 -9.2667
H 26.9436 -21.3903 -12.7265
H 32.9490 -17.3799 -7.1946
H 34.4652 -26.4006 -7.1206
H 19.6326 -25.2262 -10.0632
H 26.2590 -24.6660 -9.3538
H 20.6827 -25.2162 -7.8361
H 27.2623 -20.3690 -14.1125
H 28.8137 -28.5808 -4.2248
H 35.5214 -25.0178 -7.2990
H 24.9385 -20.7702 -7.0243
H 30.6709 -17.5211 -13.1358
H 25.4251 -29.0884 -7.7001
H 22.7309 -28.1937 -20.2177
H 29.4640 -22.7998 -10.6546
H 27.1572 -18.3738 -12.2479
H 23.0901 -27.7515 -15.5901
H 23.5501 -29.3380 -16.0661
H 32.8675 -20.5830 -8.8840
H 26.8109 -27.1573 -7.5650
H 23.2638 -26.9755 -11.5461
H 22.8968 -26.1072 -7.5170
*
```

Computed properties:
- Strongest force on any atom: 2.41 eV/Å
- SMILES: FC(F)C(F)(F)COC(F)(F)C(F)F.FC(F)C(F)(F)COC(F)(F)C(F)F.FC(F)C(F)(F)COC(F)(F)C(F)F.FC(F)C(F)(F)COC(F)(F)C(F)F.CCOS(C)(=O)=O.CCOS(C)(=O)=O.c1ccncc1.c1ccncc1
- Frontier orbital gap: 10.12 eV
- E_LUMO: 0.4 eV

=====

Record 3
Here is a structure of composition C36H42F3NNbO3 at a distorted geometry from the Open Molecules 2025 dataset. Energies are from ωB97M-V with the def2-TZVPD basis set.

```
! RIJCOSX wB97M-V def2-TZVPD def2/J DEFGRID3
* xyz -1 1
Nb -1.7701 2.0482 -4.8389
F 3.2637 2.0978 -4.9984
F 1.7399 3.2196 -6.1396
F 2.9752 4.2070 -4.5314
O -0.3881 0.6022 -5.3941
O -2.2641 5.2336 -6.4110
O -2.9105 4.5193 -2.2137
N -3.3686 3.3749 -4.2474
C 2.6294 2.2893 2.1859
C 0.1323 -3.5184 3.9399
C 5.7049 1.1547 5.0881
C 2.2820 3.0705 -4.9089
C 2.2811 1.0889 0.1290
C -3.1087 -6.1325 4.0572
C -4.1376 -0.0462 0.5067
C -4.4561 -6.2852 4.3592
C -4.9125 -1.1513 0.1760
C 1.0645 -4.5193 3.6949
C -3.2233 3.8320 -3.0970
C -3.8758 0.9294 -0.4481
C 1.2510 2.7197 -3.7960
C 5.4618 0.1066 4.2091
C 3.0252 1.3114 1.2811
C 0.7369 2.8112 0.7931
C 2.3603 -4.1848 3.3207
C 7.7240 0.2579 3.4025
C 1.7888 -1.8496 3.4342
C 0.4955 -2.1841 3.8138
C -5.4173 -1.2850 -1.1117
C -5.0010 -6.1016 2.0225
C 2.7205 -2.8497 3.1856
C -0.1627 3.4392 -4.0303
C -1.6405 2.8425 -6.9680
C 1.4842 3.0381 1.9430
C -4.3835 0.7972 -1.7344
C -5.4021 -6.2719 3.3421
C -3.6546 -5.9401 1.7215
C 6.9599 1.7491 5.1293
C -1.3595 4.3833 -7.1137
C 6.4718 -0.3424 3.3677
C 7.9688 1.3023 4.2852
C 1.1382 1.8394 -0.1152
C -5.1504 -0.3114 -2.0676
C -2.7082 -5.9570 2.7382
H 3.2140 2.4673 3.0820
H -0.1580 3.3925 0.6040
H -6.4529 -6.3941 3.5774
H 8.5100 -0.0890 2.7421
H 7.1516 2.5623 5.8196
H -4.1796 1.5589 -2.4783
H 6.2822 -1.1611 2.6829
H 3.7294 -2.5883 2.8864
H -1.4836 4.6393 -8.2028
H 1.1599 1.6263 -3.6192
H -4.7693 -6.4153 5.3887
H -0.8393 2.2952 -7.5349
H 4.9159 1.5077 5.7418
H -0.2302 -1.4039 4.0096
H 0.7814 -5.5611 3.7952
H -0.5946 0.3485 -6.3107
H 2.5920 0.3296 -0.5789
H -0.4297 3.8599 -3.0199
H 3.0888 -4.9649 3.1329
H -2.3699 -6.1492 4.8504
H -3.2748 1.7937 -0.1896
H -5.1224 -1.9096 0.9225
H 0.0603 4.3313 -4.6728
H -2.0408 5.2625 -5.4657
H -5.7385 -6.0935 1.2288
H -1.6575 -5.8329 2.5029
H -2.6174 2.6303 -7.4806
H -6.0190 -2.1489 -1.3713
H -0.8794 -3.7788 4.2299
H 2.0701 -0.8075 3.3313
H -3.0650 0.8536 -5.3845
H 1.1734 3.7988 2.6500
H 0.5583 1.6663 -1.0146
H 4.4838 -0.3603 4.1803
H 3.9152 0.7223 1.4738
H -5.5409 -0.4165 -3.0728
H 8.9467 1.7684 4.3151
H -3.7377 0.0553 1.5093
H -3.3421 -5.8012 0.6933
H -1.8581 1.2851 -3.1764
H -0.2899 4.6401 -6.8816
H 1.6932 3.1464 -2.8564
*
```

Computed properties:
- Strongest force on any atom: 4.78 eV/Å
- Frontier orbital gap: 7.07 eV
- E_LUMO: 2.1 eV

=====

What is the formula in the third record? C36H42F3NNbO3

=====

Which of these has the lowest strongest force on any atom? C36H42ClN4O10S